# 1
C18H38N4O6P | wB97M-V/def2-TZVPD

Summary:
Structure (SMILES): CC[C@]1(CCN)O[C@@](CNC)([PH2]=O)[C@H](CCOC=O)[N@@+]1(CCCCN)CC(=O)O
E_tot: -46803.438 eV
HOMO-LUMO gap: 8.969 eV
Total charge: +1
LUMO: -2.9 eV
HOMO: -0.4349 Ha

Structure (XYZ):
```
67
Properties=species:S:1:pos:R:3:forces:R:3
C 1.76245 -2.32352 2.50365 -0.0498 -0.7994 0.3129
C 0.69531 -2.41806 1.30141 1.6847 -0.6590 0.1421
C -0.20264 -1.12811 1.05599 -2.8755 -3.6705 0.0040
C -1.29610 -1.22602 2.22410 -0.2950 0.5852 1.4378
C -2.46746 -2.31908 1.97489 0.4568 -0.9561 1.0669
N -3.75197 -1.72804 1.50980 0.1475 -1.3058 0.3942
O -0.98158 -1.47034 -0.14969 0.2420 1.1836 -0.9024
C -1.36879 -0.30448 -0.97383 2.0405 0.0846 0.0842
C -0.72699 -0.44100 -2.44871 1.0100 -0.6692 -1.0652
N -0.36717 -1.84840 -2.83886 -1.0532 1.0767 0.2738
C -1.56774 -2.71170 -3.00535 -0.1213 -0.2467 -0.3520
P -3.24312 -0.13428 -1.38277 -2.5821 1.9629 3.0488
O -4.02577 0.66442 -0.32634 1.8041 -1.2290 -1.9366
C -0.78433 0.84323 0.03002 -3.1803 1.8344 -2.1677
C -0.67469 2.35133 -0.53702 -0.2158 -0.5359 -1.2216
C -1.98116 3.23568 -0.20824 1.4561 1.1640 -1.5902
O -2.22251 3.39558 1.21484 -2.5560 -0.2404 -1.7566
C -3.66185 3.54325 1.32387 -1.3944 -2.5850 3.3343
O -4.24682 2.90989 2.21575 2.1811 2.7081 -3.2147
N 0.43278 0.22428 0.70555 -2.5451 -0.9261 1.1139
C 1.63091 -0.11621 -0.12591 2.9416 0.9084 -1.0627
C 2.29465 1.04629 -0.99350 0.7045 -0.4933 -1.1697
C 3.48423 0.33095 -1.85903 0.3703 1.3491 1.2573
C 4.84569 0.26150 -0.96535 -0.2982 -0.2989 -0.4350
N 6.05200 0.50616 -1.84235 -1.3119 0.0224 0.1663
C 0.58494 0.94063 2.01740 0.0035 2.3944 2.9095
C 1.61584 2.15864 2.03405 5.2106 -0.0852 0.0917
O 2.84054 1.85895 2.14103 -4.5890 0.7155 -0.6256
O 1.28702 3.52993 2.00072 -0.6391 -2.3251 -1.0358
H 2.76356 -1.86734 2.20571 -1.4299 -0.4331 0.3864
H 1.98102 -3.41211 2.81987 -0.2420 1.7697 -0.4821
H 1.35940 -1.80689 3.44447 0.5763 -0.6700 -1.4164
H 1.29425 -2.77477 0.37880 -1.1310 0.8636 1.2448
H 0.03364 -3.32876 1.55754 0.5712 1.9179 -0.5181
H -0.77421 -1.53619 3.20778 -0.6461 0.5718 -1.6116
H -1.84698 -0.25125 2.46908 0.7633 -1.3076 -0.5651
H -2.67844 -2.76470 3.02114 0.5697 0.7363 -1.5675
H -2.11078 -3.21965 1.34888 -0.4472 1.5808 0.7914
H -4.47235 -2.03588 2.19221 0.5749 0.6007 -0.7515
H -4.05326 -2.15739 0.62433 0.3024 0.3221 0.5284
H -1.46184 -0.09292 -3.26983 1.1114 -0.4074 1.4239
H 0.22363 0.17406 -2.61817 -1.3743 -0.6260 0.5781
H 0.33180 -2.24774 -2.20243 -0.6937 0.1112 -0.2710
H -2.12425 -2.91830 -2.02313 0.7379 0.0620 -1.3225
H -1.23054 -3.68051 -3.50161 -0.6199 1.1832 0.8227
H -2.29327 -2.19365 -3.73789 1.1287 -0.7686 1.1030
H -3.44130 0.55919 -2.64348 0.8192 -0.7990 0.4921
H -3.83240 -1.44550 -1.59058 0.9342 0.6164 -0.0981
H -1.72297 0.98228 0.69629 2.0570 -0.8021 0.0094
H -0.67326 2.24383 -1.68988 0.0971 0.3969 1.7166
H 0.30120 2.87950 -0.28374 -1.4794 -0.7295 -0.0321
H -1.75401 4.28317 -0.64688 -0.2649 -1.5836 0.5934
H -2.88373 2.85262 -0.80435 1.2507 0.1679 1.2416
H -4.24679 4.19925 0.57529 1.4159 -0.8163 0.8762
H 2.45761 -0.43523 0.61599 -1.5216 0.3577 -1.1306
H 1.44716 -0.96985 -0.87864 -0.3336 1.3912 1.6610
H 1.62207 1.54108 -1.76577 0.4418 -0.7844 1.2448
H 2.81173 1.87185 -0.40706 -0.9045 -1.1642 -0.4765
H 3.19360 -0.70476 -2.23457 0.3046 1.4273 0.2931
H 3.72695 1.05541 -2.71769 -0.5229 -1.3203 1.0755
H 4.91655 -0.78539 -0.49517 0.0623 1.5529 -0.6110
H 4.83935 1.03894 -0.11682 -0.0866 -1.2002 -1.2933
H 5.79476 0.16096 -2.78393 0.5135 0.2002 0.7069
H 6.17580 1.52376 -1.95120 -0.0712 -0.6795 0.0936
H -0.41794 1.38151 2.38373 1.3741 -0.9225 -1.1004
H 0.92172 0.25745 2.88387 -0.1872 0.8703 -1.8695
H 1.86681 3.99243 1.34181 -0.1966 -0.6502 1.1327
```
Forces are in eV/Å.


# 2
C7H11N3O3 | wB97M-V/def2-TZVPD

Summary:
Structure (SMILES): Cc1ncc([N+](=O)[O-])n1C[C@H](C)O
E_tot: -18047.559 eV
HOMO-LUMO gap: 9.021 eV
Total charge: 0
Energy relative to the best compared isomer or geometry (same formula, charge and spin): 77.5 kcal/mol
LUMO: -0.3 eV
HOMO: -0.3432 Ha

Structure (XYZ):
```
24
Properties=species:S:1:pos:R:3:forces:R:3
C 0.48893 2.64310 0.31089 0.1714 -0.0276 -0.0030
C -0.68750 1.78114 0.06559 -0.0737 -0.0963 0.0195
N -1.84654 2.22563 -0.38706 0.1126 0.5177 -0.0611
C -2.64791 1.16164 -0.50134 0.1425 -0.9092 0.1742
C -1.96530 0.02096 -0.10760 -0.2000 1.4534 -0.2479
N -2.43826 -1.29351 -0.08642 -0.3955 -0.4412 -0.0386
O -3.60283 -1.46120 -0.39793 -0.0729 -0.0412 -0.0239
O -1.67646 -2.19571 0.23342 0.1825 -0.2284 0.0130
N -0.70262 0.44432 0.26600 -0.3345 0.0585 -0.0277
C 0.39064 -0.37509 0.72130 0.5587 -0.5552 -0.1619
C 1.21526 -0.93339 -0.46378 -0.2689 -0.3763 0.4632
C 1.92679 -2.21632 -0.05192 -0.1469 0.2854 -0.2469
O 2.11023 0.03966 -0.95383 0.3152 0.3026 -0.1618
H 1.32295 2.31482 -0.30762 0.0674 0.0439 0.0481
H 0.78926 2.60709 1.35790 0.0758 0.0375 0.0568
H 0.22577 3.66354 0.05201 -0.0395 0.0217 0.0206
H -3.65616 1.23614 -0.85468 -0.2083 -0.0911 -0.0533
H -0.01284 -1.20799 1.29799 0.0844 0.2677 -0.0114
H 1.03541 0.23366 1.36016 -0.0348 -0.0586 -0.0575
H 0.53611 -1.14254 -1.29693 0.0083 0.0066 0.1599
H 2.55072 -2.56961 -0.86921 0.0623 -0.0347 -0.0333
H 1.19453 -2.98212 0.18506 -0.0476 -0.1142 0.0858
H 2.55425 -2.04165 0.82145 0.0869 -0.0182 0.1334
H 2.89554 0.04742 -0.39345 -0.0454 -0.0025 -0.0460
```
Forces are in eV/Å.